1.
# C47H50CsN4OS3SiTe

A structure of composition C47H50CsN4OS3SiTe (ωB97M-V/def2-TZVPD, the Open Molecules 2025 dataset).

Output
- 2S+1: 2
- Frontier orbital gap (spin up / spin down): 0.1912 / 0.1910 hartree
- Net charge: -2
- Lowest unoccupied orbital energy (spin up / spin down): 3.56 / 3.55 eV

Geometry (Å):
1 Cs 1.1964 2.5876 -0.7837
2 S 2.0972 6.4777 -1.6293
3 C 0.4371 6.4343 -1.2553
4 N -0.3730 5.3994 -1.2490
5 C -1.6638 5.7617 -0.8933
6 C -2.7460 4.8812 -0.7817
7 C -3.9903 5.3754 -0.4218
8 C -4.1827 6.7334 -0.1654
9 C -3.1216 7.6193 -0.2634
10 C -1.8723 7.1322 -0.6243
11 S -0.3602 7.9603 -0.8238
12 H -2.6026 3.8211 -0.9717
13 H -4.8192 4.6941 -0.3372
14 H -5.1645 7.0965 0.1150
15 H -3.2683 8.6747 -0.0593
16 C 5.8475 0.3829 1.3612
17 N 5.3445 1.6642 1.8411
18 C 4.1888 1.5665 2.7273
19 C 5.7442 2.8151 1.2801
20 S 6.7764 2.8968 -0.0358
21 N 5.2266 3.9650 1.8842
22 C 5.1326 5.1733 1.0850
23 C 5.6490 4.2132 3.2518
24 H 5.7523 -0.3496 2.1645
25 H 6.8843 0.4889 1.0566
26 H 5.2545 0.0427 0.5111
27 H 3.4744 0.8503 2.3230
28 H 3.6938 2.5265 2.8135
29 H 4.4977 1.2078 3.7145
30 H 4.5777 4.9714 0.1718
31 H 6.1088 5.5898 0.8147
32 H 4.5681 5.9131 1.6567
33 H 5.8129 3.2772 3.7811
34 H 4.8819 4.7785 3.7862
35 H 6.5850 4.7895 3.2745
36 C 4.7264 -3.0392 3.4149
37 C 3.5707 -2.2629 3.4598
38 C 2.9589 -1.8521 2.2820
39 C 3.4558 -2.1885 1.0118
40 C 4.6113 -2.9788 1.0014
41 C 5.2375 -3.3981 2.1730
42 Si 2.6040 -1.3517 -0.5312
43 C 2.8460 -2.7629 -1.8442
44 C 1.7643 -3.4740 -2.3841
45 C 1.9200 -4.4126 -3.3993
46 C 3.1830 -4.6857 -3.9131
47 C 4.2772 -3.9926 -3.4062
48 C 4.1015 -3.0429 -2.4038
49 H 5.2126 -3.3611 4.3297
50 H 3.1420 -1.9717 4.4143
51 H 2.0641 -1.2335 2.3565
52 H 5.0457 -3.2875 0.0527
53 H 6.1331 -4.0095 2.1103
54 H 1.2051 -1.8166 -0.1328
55 H 0.7687 -3.2947 -1.9862
56 H 1.0488 -4.9381 -3.7830
57 H 3.3116 -5.4205 -4.7011
58 H 5.2711 -4.1785 -3.8022
59 H 4.9735 -2.4831 -2.0683
60 C -5.5314 -6.0795 -3.0171
61 C -4.7048 -4.9052 -2.5636
62 C -4.9263 -4.2964 -1.3372
63 C -4.1636 -3.2121 -0.9026
64 C -4.4941 -2.6397 0.4520
65 C -3.1399 -2.6945 -1.7328
66 Te -1.7938 -1.0817 -1.1064
67 N -0.5868 0.6801 0.0939
68 C -0.1008 0.9017 1.2783
69 O 0.7760 1.7794 1.5504
70 C -0.6460 0.0728 2.4248
71 C -0.6656 -1.3184 2.4029
72 C -1.1646 -2.0234 3.4914
73 C -1.6660 -1.3468 4.5968
74 C -1.6422 0.0431 4.6227
75 C -1.1188 0.7488 3.5465
76 C -3.4372 0.2650 -0.9570
77 C -3.7317 0.8167 0.2907
78 C -4.8379 1.6296 0.4719
79 C -5.6682 1.9059 -0.6081
80 C -5.3632 1.3846 -1.8535
81 C -4.2504 0.5615 -2.0529
82 C -3.9871 0.0203 -3.4350
83 C -2.8960 -3.3277 -2.9564
84 C -1.8084 -2.8933 -3.9104
85 C -3.6802 -4.4095 -3.3537
86 H -6.2872 -6.3375 -2.2742
87 H -4.9105 -6.9627 -3.1823
88 H -6.0455 -5.8641 -3.9574
89 H -5.7087 -4.6788 -0.6891
90 H -5.1330 -3.3268 1.0123
91 H -5.0201 -1.6937 0.3627
92 H -3.5970 -2.4426 1.0391
93 H -0.2718 -1.8414 1.5379
94 H -1.1579 -3.1074 3.4715
95 H -2.0661 -1.9014 5.4383
96 H -2.0258 0.5767 5.4849
97 H -1.0662 1.8318 3.5647
98 H -3.0887 0.5964 1.1333
99 H -5.0441 2.0471 1.4511
100 H -6.5374 2.5431 -0.4861
101 H -5.9906 1.6213 -2.7063
102 H -4.4682 0.6481 -4.1857
103 H -4.3729 -1.0000 -3.5405
104 H -2.9184 -0.0204 -3.6464
105 H -1.0776 -2.2197 -3.4617
106 H -2.2438 -2.3768 -4.7716
107 H -1.2693 -3.7653 -4.2889
108 H -3.4704 -4.8823 -4.3107

These are the Löwdin partial charges, in e, on atoms 1 to 6: atom 1 (Cs): 0.96, atom 2 (S): 0.35, atom 3 (C): -1.23, atom 4 (N): -0.07, atom 5 (C): -0.33, atom 6 (C): -0.02



2.
# C43H63FN18O3S2

A cluster of 18 separate species, C43H63FN18O3S2 in total (ωB97M-V/def2-TZVPD, the Open Molecules 2025 dataset).

Output
- Frontier orbital gap: 0.2957 hartree
- Lowest unoccupied orbital energy: 0.01 eV

Geometry (Å):
1 C -2.7390 -0.0666 0.1643
2 C -2.3486 -1.0368 0.7326
3 C -1.7182 -2.3111 1.0568
4 N -2.5792 -3.4352 1.4576
5 C -1.6662 -4.4817 1.7029
6 O -1.9007 -5.6562 1.7464
7 C -0.2482 -3.8750 1.9676
8 C -0.5815 -2.3278 2.0952
9 C 0.7386 -1.6420 1.5986
10 S 0.8026 0.1652 1.6571
11 C 1.2789 0.6150 3.3391
12 C 2.7325 1.1077 3.4463
13 S -0.9729 -2.0969 3.8110
14 O -1.3978 -0.7732 4.1235
15 O -1.9145 -3.0732 4.2867
16 F 0.3813 -2.4518 4.5302
17 H -3.0306 0.8085 -0.3748
18 H -1.2113 -2.7008 0.1698
19 H -3.2146 -3.2621 2.2271
20 H 0.4615 -3.9610 1.1439
21 H 0.2102 -4.2271 2.8928
22 H 1.5641 -2.1020 2.1504
23 H 0.7940 -1.8987 0.5383
24 H 0.6175 1.3776 3.7602
25 H 1.1741 -0.2348 4.0165
26 H 3.3532 0.4162 2.8748
27 H 2.8433 2.1441 3.1517
28 H 3.0209 1.0016 4.4945
29 C -5.4561 -0.8755 3.5480
30 C -6.1220 -0.6181 2.2733
31 N -6.6465 -0.4171 1.2718
32 H -5.3123 0.0589 4.0866
33 H -6.0629 -1.5456 4.1542
34 H -4.4840 -1.3343 3.3747
35 C 2.6634 5.8152 2.7867
36 C 1.7699 4.8959 3.4862
37 N 1.0563 4.1703 4.0182
38 H 2.0962 6.6689 2.4178
39 H 3.4378 6.1674 3.4654
40 H 3.1325 5.3072 1.9485
41 C 0.7893 0.1133 -2.7965
42 C -0.0987 -0.8788 -2.1987
43 N -0.7947 -1.6589 -1.7205
44 H 0.2018 0.9205 -3.2087
45 H 1.4655 0.5105 -2.0449
46 H 1.3739 -0.3449 -3.5918
47 C -0.5402 -6.6423 4.6039
48 C 0.6848 -7.4340 4.6477
49 N 1.6501 -8.0563 4.6830
50 H -0.7899 -6.4022 3.5704
51 H -1.3609 -7.2040 5.0459
52 H -0.4028 -5.7166 5.1618
53 C 1.1958 4.3995 -4.2309
54 C 1.9049 3.2334 -3.7160
55 N 2.4612 2.3150 -3.3080
56 H 1.1246 4.3364 -5.3159
57 H 0.1908 4.4392 -3.8085
58 H 1.7329 5.3073 -3.9618
59 C -2.9425 3.9872 -5.3889
60 C -2.3898 4.4277 -4.1133
61 N -1.9483 4.7824 -3.1129
62 H -2.3241 3.1911 -5.8025
63 H -3.9556 3.6166 -5.2438
64 H -2.9675 4.8180 -6.0893
65 C 3.4511 8.3990 -0.5368
66 C 4.1073 7.1786 -0.0762
67 N 4.6216 6.2188 0.2888
68 H 3.2739 8.3407 -1.6089
69 H 2.4984 8.5223 -0.0249
70 H 4.0830 9.2597 -0.3262
71 C -5.4551 4.6286 -9.0688
72 C -4.1052 4.9701 -8.6380
73 N -3.0506 5.2626 -8.2903
74 H -5.4334 3.7258 -9.6767
75 H -6.0868 4.4605 -8.1983
76 H -5.8685 5.4472 -9.6547
77 C 3.6336 -8.1306 2.1715
78 C 3.9175 -8.3599 0.7542
79 N 4.1311 -8.5493 -0.3619
80 H 2.7520 -7.5035 2.2785
81 H 3.4542 -9.0777 2.6715
82 H 4.4796 -7.6362 2.6452
83 C 1.1251 -10.8527 2.8319
84 C 1.6102 -12.2242 2.9628
85 N 1.9903 -13.3027 3.0676
86 H 1.7257 -10.1846 3.4440
87 H 1.1876 -10.5362 1.7913
88 H 0.0887 -10.7947 3.1595
89 C -2.5981 9.5207 -8.5444
90 C -3.8105 8.7252 -8.3768
91 N -4.7638 8.0996 -8.2453
92 H -2.3948 9.6643 -9.6037
93 H -2.7246 10.4929 -8.0713
94 H -1.7550 9.0064 -8.0866
95 C -4.1190 0.0591 -5.0535
96 C -2.7841 0.4640 -4.6256
97 N -1.7331 0.7815 -4.2896
98 H -4.0568 -0.8577 -5.6366
99 H -4.7478 -0.1148 -4.1821
100 H -4.5643 0.8422 -5.6649
101 C 2.9968 -8.5345 -5.1832
102 C 3.4300 -8.6594 -3.7920
103 N 3.7723 -8.7568 -2.6966
104 H 3.6583 -7.8552 -5.7178
105 H 3.0222 -9.5091 -5.6672
106 H 1.9810 -8.1450 -5.2225
107 C 1.8569 -0.5634 7.4253
108 C 2.7357 -0.9496 6.3256
109 N 3.4257 -1.2468 5.4568
110 H 1.2863 0.3230 7.1508
111 H 1.1649 -1.3730 7.6505
112 H 2.4458 -0.3448 8.3137
113 C -4.7414 8.6941 -4.1768
114 C -4.9193 7.2586 -4.3633
115 N -5.0603 6.1295 -4.5103
116 H -5.7089 9.1700 -4.0296
117 H -4.1165 8.8777 -3.3047
118 H -4.2645 9.1217 -5.0569
119 C 2.9083 -3.3324 10.4062
120 C 2.1533 -2.1202 10.7150
121 N 1.5599 -1.1696 10.9636
122 H 3.6192 -3.1324 9.6061
123 H 3.4506 -3.6638 11.2895
124 H 2.2281 -4.1206 10.0892
125 C 5.1451 2.9817 -0.9050
126 C 4.8428 2.8249 0.5138
127 N 4.6018 2.7064 1.6306
128 H 4.9811 4.0168 -1.1983
129 H 6.1844 2.7176 -1.0923
130 H 4.4985 2.3345 -1.4968

These are the Löwdin partial charges, in e, on atoms 1 to 6: atom 1 (C): 0.14, atom 2 (C): -0.09, atom 3 (C): -0.32, atom 4 (N): 0.11, atom 5 (C): -0.43, atom 6 (O): 0.11



3.
# C6H8N2OS

A structure of composition C6H8N2OS (ωB97M-V/def2-TZVPD, the Open Molecules 2025 dataset).

Output
- Frontier orbital gap: 0.3488 hartree
- Lowest unoccupied orbital energy: 0.70 eV

Geometry (Å):
1 C -2.5374 1.0580 0.5972
2 C -2.9543 -0.8611 -0.7784
3 C -1.4379 0.3005 0.2937
4 C 0.9548 -0.5052 0.6393
5 C 1.8471 -0.1830 -0.5860
6 C -0.0740 0.5943 0.7239
7 N -1.7107 -0.7797 -0.4920
8 N 0.6362 1.7394 -0.5916
9 O 1.9110 1.2182 -0.6646
10 S -3.9481 0.4017 -0.1196
11 H -2.5788 1.9436 1.1944
12 H -3.3792 -1.6343 -1.3875
13 H 0.4746 -1.4721 0.4981
14 H 1.5671 -0.5188 1.5400
15 H 2.8690 -0.5507 -0.4841
16 H 1.3888 -0.6022 -1.4960
17 H -0.0107 1.2400 1.5881
18 H 0.1028 1.4022 -1.4041

These are the Löwdin partial charges, in e, on atoms 1 to 6: atom 1 (C): -0.35, atom 2 (C): -0.46, atom 3 (C): -0.41, atom 4 (C): -0.14, atom 5 (C): -0.20, atom 6 (C): -0.11



4.
# C2H3FINO

A cluster of 2 separate species, C2H3FINO in total (ωB97M-V/def2-TZVPD, the Open Molecules 2025 dataset).

Output
- Frontier orbital gap: 0.3305 hartree
- SMILES: [O-][N+]#CI.CF
- Lowest unoccupied orbital energy: -0.86 eV

Geometry (Å):
1 C 1.2048 -0.6161 -0.0874
2 C -1.5934 0.3671 -0.0758
3 N -1.2124 1.4579 0.0126
4 O -0.6656 2.5057 0.1451
5 F 2.3951 -1.3387 -0.1284
6 I -3.0134 -1.0878 0.0693
7 H 0.5062 -0.7673 -1.0224
8 H 0.8200 -0.9810 0.8525
9 H 1.5587 0.4601 0.2344

These are the Löwdin partial charges, in e, on atoms 1 to 6: atom 1 (C): -0.14, atom 2 (C): -0.68, atom 3 (N): -0.25, atom 4 (O): 0.03, atom 5 (F): -0.14, atom 6 (I): 0.90



5.
# C6H8S

An isolated molecule of C6H8S (ωB97M-V/def2-TZVPD, the Open Molecules 2025 dataset).

Output
- Frontier orbital gap: 0.3374 hartree
- SMILES: C1=C[C@H]2C[C@@H]2CS1
- Lowest unoccupied orbital energy: 0.99 eV

Geometry (Å):
1 C 0.6967 0.1839 1.5402
2 C -1.4927 -1.2362 0.3301
3 C -1.0921 -0.8309 -0.8740
4 C 0.2997 -0.2138 -0.9076
5 C 0.8625 1.1983 -1.1442
6 C 0.3387 0.8000 0.1933
7 H 1.5845 -0.4534 1.4723
8 H 0.7842 0.9458 2.3335
9 H -2.4052 -1.8740 0.4461
10 H -1.6297 -1.1736 -1.7032
11 H 1.1317 -0.9096 -0.8783
12 H 0.2961 1.9822 -1.6398
13 H 1.9287 1.2434 -1.3410
14 H -0.6107 1.3031 0.2851
15 S -0.6924 -0.9651 1.8873

These are the Löwdin partial charges, in e, on atoms 1 to 6: atom 1 (C): -0.41, atom 2 (C): -0.44, atom 3 (C): -0.14, atom 4 (C): -0.24, atom 5 (C): -0.05, atom 6 (C): -0.37



6.
# C4H5NO3

A cluster of 2 separate species, C4H5NO3 in total (ωB97M-V/def2-TZVPD, the Open Molecules 2025 dataset).

Output
- Frontier orbital gap: 0.3295 hartree
- Lowest unoccupied orbital energy: -1.84 eV

Geometry (Å):
1 C 0.3875 -0.4924 -0.1726
2 C -0.3717 -0.1582 -1.3844
3 C 1.6197 0.3332 0.1753
4 O 0.0647 -1.3891 0.6516
5 O 1.3579 1.1904 1.1294
6 C -1.4374 0.8553 1.5442
7 O 2.6361 0.2125 -0.4551
8 N -2.0326 -0.1237 1.3190
9 H -1.0071 -1.3608 0.8504
10 H 0.3609 1.1534 1.4556
11 H -1.3744 -0.5780 -1.3798
12 H 0.2095 -0.5672 -2.2218
13 H -0.4130 0.9246 -1.5119

These are the Löwdin partial charges, in e, on atoms 1 to 6: atom 1 (C): -0.23, atom 2 (C): 0.03, atom 3 (C): -0.51, atom 4 (O): 0.14, atom 5 (O): 0.12, atom 6 (C): -0.18



7.
# C2H11O4

A cluster of 4 separate species, C2H11O4 in total (ωB97M-V/def2-TZVPD, the Open Molecules 2025 dataset).

Output
- Frontier orbital gap: 0.3019 hartree
- Net charge: -1
- Lowest unoccupied orbital energy: 4.12 eV

Geometry (Å):
1 C 0.3471 -0.3219 1.3530
2 O 0.6994 0.0638 0.0622
3 C -1.1553 -0.5052 1.5584
4 H 0.8315 0.4054 2.0459
5 H 0.8880 -1.2586 1.6179
6 H -1.6295 -0.4100 0.5711
7 H -1.6246 0.3979 2.0163
8 H -1.4294 -1.4281 2.0556
9 H -0.2986 -0.0823 -3.0549
10 H -0.2219 -0.1371 -1.4614
11 O -0.7052 -0.4696 -2.2631
12 H 3.2112 -0.4456 0.1635
13 H 1.9856 -0.2621 -0.6216
14 O 3.0131 -0.4306 -0.7780
15 H -0.7786 1.4837 -0.4881
16 H -1.8708 1.4224 -1.6175
17 O -1.2621 1.9780 -1.1592

These are the Löwdin partial charges, in e, on atoms 1 to 6: atom 1 (C): -0.45, atom 2 (O): -0.37, atom 3 (C): -0.11, atom 4 (H): 0.09, atom 5 (H): 0.09, atom 6 (H): 0.06



8.
# C21H35BBr2IN9O5PS

A structure of composition C21H35BBr2IN9O5PS (ωB97M-V/def2-TZVPD, the Open Molecules 2025 dataset).

Output
- Frontier orbital gap: 0.2759 hartree
- Net charge: +1
- Lowest unoccupied orbital energy: -3.59 eV

Geometry (Å):
1 C 3.1585 -1.5372 3.0627
2 C 2.0358 -2.0288 2.4565
3 C 0.9914 -1.1332 1.8286
4 N 1.3101 -0.8324 0.3949
5 C 0.5170 -0.1485 -0.3697
6 N 0.7227 0.1314 -1.6688
7 I 2.6172 0.5832 -2.2409
8 C -0.4239 0.9306 -2.1870
9 S -0.5481 0.5340 -3.9637
10 C -1.5216 0.3611 -1.2611
11 B -1.7656 -1.2509 -1.4014
12 O -2.6041 -1.8230 -0.4817
13 O -1.1901 -2.0128 -2.3701
14 C -2.8724 1.1135 -1.1237
15 Br -3.4666 1.1292 0.7552
16 C -4.0378 0.5671 -1.9667
17 C -3.7930 0.5236 -3.4582
18 Br -5.5348 1.8497 -1.7290
19 N -0.7326 0.4158 0.0536
20 P -0.2065 1.9639 0.6586
21 O 1.2308 2.1558 0.4851
22 O -0.5761 1.9602 2.2095
23 O -1.0415 3.1486 0.0384
24 H 3.3413 -1.6807 4.1223
25 H 3.8836 -0.9623 2.4869
26 H 1.9327 -3.1094 2.4017
27 H 0.0319 -1.6356 1.8801
28 H 1.0329 -0.2010 2.3785
29 H 2.1918 -1.1599 0.0040
30 H -0.2958 2.0127 -2.1972
31 H -0.0947 1.6662 -4.5141
32 H -2.3889 -1.5467 0.4157
33 H -0.5848 -2.6792 -2.0349
34 H -2.7600 2.1599 -1.3891
35 H -4.4372 -0.3637 -1.5825
36 H -4.7296 0.3025 -3.9625
37 H -3.4058 1.4620 -3.8429
38 H -3.1097 -0.2924 -3.6894
39 H -1.0126 1.1337 2.4544
40 H -1.6056 3.5742 0.7002
41 C -5.2541 -1.0568 4.1771
42 C -4.5211 0.1682 3.8840
43 N -3.9555 1.1416 3.6538
44 H -5.7461 -0.9705 5.1438
45 H -6.0076 -1.2312 3.4091
46 H -4.5706 -1.9029 4.2017
47 C -0.1813 3.6697 -7.8651
48 C -0.6972 3.4754 -6.5147
49 N -1.1111 3.3222 -5.4537
50 H -0.6207 4.5649 -8.2996
51 H 0.9004 3.7818 -7.8328
52 H -0.4347 2.8107 -8.4827
53 C 6.3553 0.1785 0.6141
54 C 5.3271 -0.7989 0.2921
55 N 4.5262 -1.5824 0.0337
56 H 6.3264 0.4035 1.6714
57 H 7.3331 -0.2301 0.3640
58 H 6.1922 1.0927 0.0442
59 C 6.5354 -4.6958 -1.6602
60 C 7.7084 -3.8869 -1.3440
61 N 8.6267 -3.2451 -1.0938
62 H 5.8764 -4.1447 -2.3277
63 H 6.8457 -5.6185 -2.1460
64 H 5.9955 -4.9367 -0.7471
65 C 6.2495 0.6751 5.3338
66 C 6.4214 -0.2890 4.2516
67 N 6.5562 -1.0515 3.4025
68 H 5.9579 0.1566 6.2447
69 H 7.1848 1.2028 5.5078
70 H 5.4772 1.3945 5.0680
71 C -9.0450 0.8534 2.6305
72 C -8.6887 -0.5246 2.3062
73 N -8.4148 -1.6096 2.0448
74 H -10.1276 0.9545 2.6624
75 H -8.6329 1.1238 3.6006
76 H -8.6452 1.5243 1.8729

These are the Löwdin partial charges, in e, on atoms 1 to 6: atom 1 (C): 0.03, atom 2 (C): -0.15, atom 3 (C): -0.12, atom 4 (N): 0.15, atom 5 (C): -0.50, atom 6 (N): -0.48



| no. | calculated total energy (hartree) | largest force on an atom (eV Å⁻¹) |
| --- | --- | --- |
| 1 | -3887.486952 | 2.42 |
| 2 | -3783.579494 | 3.27 |
| 3 | -816.273089 | 3.47 |
| 4 | -605.411036 | 2.62 |
| 5 | -631.514338 | 1.88 |
| 6 | -435.803759 | 0.89 |
| 7 | -383.777281 | 2.08 |
| 8 | -7900.126282 | 2.52 |